(1)
127
Properties=species:S:1:pos:R:3:forces:R:3 method="wB97M-V/def2-TZVPD" homo_lumo_gap_ev=5.12 e_lumo_ev=-4.45 homo_energy_ev=-9.5781 charge=+1 spin_multiplicity=1 fmax_ev_per_a=16.25
C -2.8199 -2.1044 1.5237 -0.25 1.36 0.57
C -1.2971 -1.5817 1.1345 -0.45 -0.56 1.31
C -0.6868 -2.2338 -0.2332 1.20 0.31 1.56
Br -1.1831 -4.2023 -0.0143 0.46 1.11 -0.80
C -1.0989 -1.5382 -1.6517 -0.02 0.37 -3.08
B -2.4494 -0.5703 -1.7394 -2.68 2.68 0.28
O -3.3285 -0.4273 -2.9545 1.05 -2.29 3.29
O -2.8934 0.3937 -0.6753 -0.29 -3.72 -0.95
C 0.0622 -0.5413 -2.3668 2.21 3.81 0.16
C -0.1493 1.1062 -2.1982 0.41 0.99 -0.54
C 1.6288 -0.7612 -1.9736 1.30 -1.60 0.39
C 2.2810 0.1090 -0.7799 0.89 0.64 0.20
C 1.5679 0.1521 0.6687 0.54 0.38 1.29
N 2.4777 1.0227 1.5665 -0.77 -0.79 0.25
C 2.9425 0.2447 2.7821 -0.29 0.42 1.80
C 1.7338 0.1217 3.8969 -2.59 -1.24 2.66
C 1.1186 -1.3753 4.1952 -1.79 2.89 2.36
C -0.0782 -1.6070 5.3141 0.81 3.25 -0.22
C -0.7397 -0.3650 6.2084 4.01 0.77 -3.87
C -0.1100 1.1434 5.8830 0.92 -3.02 -1.39
C 1.1021 1.3797 4.7602 -1.47 -2.65 0.50
O 1.6140 2.7607 4.5147 -2.32 -2.63 0.12
N 0.0498 -0.6129 -3.9140 -3.55 -3.79 -1.87
C 0.6833 0.2157 -4.9871 1.01 2.24 -2.26
C 2.1092 -0.3307 -5.6050 1.16 -0.27 2.66
C 2.4400 -1.9086 -5.3827 1.22 -0.70 -0.49
I 2.4954 0.3856 -7.6829 -0.48 -0.52 1.42
C -0.7636 -1.6631 -4.3626 1.28 -0.08 1.83
P -1.2639 -2.2164 -6.1183 -1.87 -0.04 -2.09
O -2.6329 -1.4269 -6.4503 7.09 -2.08 5.53
O -1.5026 -3.9705 -6.2047 1.65 3.78 -0.49
O -0.1855 -1.7986 -7.4023 -1.97 -0.66 1.68
C -1.2783 -2.5147 -3.0071 4.22 -0.69 -0.45
N -0.2007 -3.6234 -3.1275 -0.39 2.12 0.66
S -2.8016 -3.6014 -3.1671 -5.04 -7.33 -5.40
O -2.3925 -5.1076 -3.4038 -1.05 6.35 2.15
O -3.7693 -3.2423 -4.3182 3.59 0.39 4.51
F -3.8421 -3.6132 -1.7715 2.28 0.86 -1.95
H -3.2880 -1.2604 2.2165 1.01 -1.78 -1.43
H -2.8349 -3.0925 2.1538 0.12 1.88 -1.56
H -3.5242 -2.1754 0.5860 1.37 -0.18 1.69
H -1.2891 -0.4179 1.2004 0.09 -2.21 -0.57
H -0.6015 -1.9645 2.0264 -1.39 0.88 -2.07
H 0.4887 -2.3038 -0.0329 -2.68 0.45 -1.08
H -4.2107 -0.8333 -2.6544 1.51 1.04 -0.95
H -3.7072 -0.0351 -0.2300 1.74 1.15 -0.76
H 0.8591 1.6654 -2.5222 -2.11 -1.54 0.88
H -0.9112 1.5513 -3.0059 1.12 -1.24 2.13
H -0.3598 1.4524 -1.1084 0.11 -0.75 -2.07
H 2.3626 -0.5851 -2.9005 -2.03 -0.21 1.82
H 1.8098 -1.9119 -1.7068 -0.40 2.37 -0.55
H 3.3865 -0.3122 -0.6088 -2.73 0.84 -0.42
H 2.4622 1.2409 -1.1164 -0.61 -2.45 0.70
H 0.5225 0.6768 0.7188 1.76 -1.36 -0.52
H 1.5283 -0.8912 1.2487 -0.22 2.05 -1.74
H 1.9389 1.8935 1.8518 1.07 -1.67 -0.13
H 3.3033 -0.8502 2.5297 -0.92 2.31 0.19
H 3.8807 0.7762 3.2935 -2.16 -0.95 -1.15
H 1.5188 -2.3352 3.6132 -0.84 2.41 1.40
H -0.5104 -2.6908 5.5121 1.14 2.48 -0.57
H -1.5926 -0.5448 7.0068 2.04 0.55 -1.92
H -0.5583 2.0518 6.5001 1.20 -2.04 -1.59
H 0.8135 3.3380 4.3337 1.15 -1.09 0.36
H -0.0282 0.3532 -5.9384 1.03 -0.65 2.45
H 0.9198 1.3487 -4.6887 -0.80 -2.76 -0.13
H 2.9487 0.2499 -4.9805 -1.78 -1.33 -1.54
H 1.7944 -2.6714 -5.9842 1.00 1.66 0.89
H 3.5633 -2.0751 -5.7537 -2.51 0.37 0.76
H 2.4363 -2.2773 -4.2615 -0.16 1.16 -2.12
H -1.0515 -4.3390 -7.0213 -0.47 0.73 1.20
H -0.6643 -1.3144 -8.1560 0.53 -0.86 1.80
H 0.2032 -3.6404 -4.0874 -0.37 -0.12 1.23
H 0.5160 -3.5241 -2.3803 -0.75 -0.16 -0.88
C -5.5529 -1.9718 -9.5978 0.80 0.09 0.83
C -4.5829 -1.5974 -8.4890 4.71 1.55 5.28
N -3.7782 -1.2869 -7.5690 -11.26 -0.71 -11.70
H -5.4748 -1.2544 -10.4193 0.09 -0.04 0.24
H -5.3204 -2.9716 -9.9747 0.01 0.13 0.12
H -6.5771 -1.9648 -9.2151 0.24 0.04 0.08
C -3.6158 3.3422 0.5894 0.78 0.30 0.90
C -2.6459 3.7165 1.6982 5.29 2.04 6.09
N -1.8412 4.0271 2.6181 -6.33 -2.53 -7.35
H -3.5377 4.0596 -0.2322 0.06 0.02 0.20
H -3.3834 2.3424 0.2125 0.09 0.23 0.18
H -4.6401 3.3491 0.9720 0.21 0.06 0.10
C 6.5957 0.3414 0.9992 -0.79 -0.87 -0.34
C 5.6130 -0.7489 0.6043 -5.18 -5.89 -2.07
N 4.7977 -1.6534 0.2766 6.61 7.02 2.65
H 6.4934 0.5675 2.0642 -0.06 -0.15 -0.17
H 7.6190 0.0103 0.8021 -0.20 -0.08 0.05
H 6.3976 1.2487 0.4220 -0.12 -0.21 0.04
C -3.0119 4.6820 6.6073 -0.16 -1.43 0.47
C -3.1964 3.2673 7.1318 -0.93 -7.75 2.90
N -3.3494 2.0937 7.5669 1.27 9.31 -3.48
H -3.6860 4.8580 5.7645 0.17 -0.18 0.28
H -3.2337 5.4045 7.3976 -0.04 -0.28 -0.12
H -1.9803 4.8244 6.2740 -0.12 -0.15 0.04
C 8.3025 -3.8482 1.7238 0.54 0.99 0.44
C 8.9737 -2.5947 2.2611 3.65 6.80 2.92
N 9.5306 -1.5549 2.7069 -4.49 -8.26 -3.60
H 7.4074 -4.0724 2.3104 0.18 0.15 -0.04
H 8.0156 -3.6988 0.6792 0.08 0.09 0.19
H 8.9907 -4.6956 1.7863 -0.02 0.23 0.05
C -6.9411 -1.9355 2.4737 0.74 0.96 0.28
C -6.0304 -0.7585 2.7833 4.92 6.42 1.69
N -5.2748 0.2178 3.0401 -6.00 -7.75 -2.18
H -7.6487 -2.0851 3.2938 0.18 0.12 -0.09
H -7.4986 -1.7434 1.5528 0.13 0.07 0.16
H -6.3460 -2.8440 2.3467 0.01 0.21 0.05
C -6.6396 4.1035 -2.4192 0.72 0.98 0.26
C -5.7289 5.2804 -2.1096 4.99 6.45 1.69
N -4.9733 6.2568 -1.8528 -6.01 -7.88 -2.04
H -7.3473 3.9539 -1.5991 0.16 0.13 -0.09
H -7.1971 4.2956 -3.3401 0.15 0.07 0.16
H -6.0445 3.1949 -2.5462 0.00 0.21 0.03
C 12.6703 -1.8927 4.3953 0.46 -1.15 0.23
C 13.2549 -3.2711 4.6575 3.23 -7.55 1.45
N 13.7400 -4.4146 4.8750 -3.91 9.16 -1.76
H 11.6367 -1.9856 4.0508 0.19 -0.06 0.05
H 12.6876 -1.2995 5.3138 0.05 -0.20 -0.10
H 13.2565 -1.3789 3.6285 -0.04 -0.18 0.13
C -2.6352 8.9531 6.2838 -0.80 -0.89 -0.32
C -3.6179 7.8627 5.8888 -5.45 -5.89 -2.23
N -4.4331 6.9582 5.5611 6.45 7.59 2.54
H -2.7374 9.1792 7.3487 -0.07 -0.12 -0.18
H -1.6119 8.6219 6.0867 -0.22 -0.04 -0.01
H -2.8332 9.8604 5.7065 -0.06 -0.22 0.05

(2)
119
Properties=species:S:1:pos:R:3:forces:R:3 method="wB97M-V/def2-TZVPD" homo_lumo_gap_ev="1.96 / 2.28" s_squared=3.77 e_lumo_ev="0.90 / 1.23" homo_energy_ev="-1.0578 / -1.0578" charge=-2 spin_multiplicity=4 fmax_ev_per_a=13.83
V -2.4092 6.4889 3.7201 3.74 -3.42 -2.84
C 1.5669 -3.4596 0.9888 7.96 -8.96 -0.51
C 1.9516 -3.5008 -0.3747 -0.75 2.68 -6.78
C 2.8678 -4.2597 -1.2194 -5.19 4.62 3.06
C 2.7306 -3.6375 -2.4079 -1.06 -1.58 -6.48
N 1.8289 -2.6468 -2.5296 2.80 -1.81 0.12
N 1.4371 -2.4073 -1.2828 -0.08 -2.50 0.98
B 0.4115 -1.2529 -1.2751 -1.13 2.16 2.03
N 1.2281 0.2425 -0.8538 -3.91 0.16 0.45
N 2.4380 0.5008 -1.1620 2.18 2.21 -0.65
C 2.6651 1.8545 -1.0373 -2.09 -0.88 -1.20
C 1.3606 2.4758 -0.6888 2.77 2.45 -0.02
C 0.4818 1.4694 -0.5106 0.06 -3.63 0.15
C -0.8297 1.3521 0.2743 -0.50 3.13 -2.19
C -5.7120 -0.1725 1.0637 -3.19 -0.78 0.31
C -7.1930 -0.2054 0.7118 0.81 1.12 -1.97
C -5.1461 1.1545 0.9056 -2.08 3.23 -2.12
C -5.1185 -1.2528 1.5560 4.00 1.61 1.32
N -0.5650 -0.9051 -2.5645 0.94 -1.81 0.03
N 0.1083 -0.7959 -3.8011 -0.94 0.33 2.58
C -0.7709 -1.1663 -4.6812 -0.22 0.11 -0.53
C -1.9764 -1.5531 -4.1742 -3.36 -1.11 4.32
C -1.8977 -1.4320 -2.7743 2.56 1.81 -0.93
C -2.8683 -1.4455 -1.5934 -1.34 3.42 -2.56
C -0.4624 -1.2316 -6.0537 1.67 -1.19 -2.88
C 0.1764 -0.2918 -6.7126 -0.70 1.75 0.93
C -2.9350 -5.7398 0.2467 -4.07 0.56 -3.00
C -0.5863 -2.5107 -6.8101 1.92 -3.48 4.87
C 2.8863 -4.6573 -3.8666 -2.39 0.82 0.09
C 1.4445 -5.4858 -4.0770 -0.52 3.43 1.65
C 3.3104 -3.5704 -5.0757 0.71 3.33 13.41
C 3.9839 -5.7158 -3.7462 -1.49 0.10 2.93
H 2.6054 -3.1323 1.1961 -0.27 0.02 1.96
H 1.5727 -4.6778 1.2820 -0.85 3.65 0.05
H 0.9826 -2.7813 1.2594 -5.75 5.01 2.40
H 3.6159 -4.8217 -0.9095 2.86 -3.10 1.32
H -0.3522 -1.3504 -0.2851 0.53 -0.18 -0.68
H 1.2946 3.6280 -0.5175 -0.30 -2.51 -0.25
H -1.0192 2.3137 0.7918 0.06 -0.27 -0.28
H -0.8898 0.6442 0.9783 1.30 -2.82 3.23
H -1.8115 1.0266 -0.1114 0.43 0.72 -1.58
H -7.7919 0.6592 0.9705 -0.03 0.15 1.35
H -7.7014 -1.1230 0.8239 -0.52 -0.99 0.48
H -7.2339 0.0460 -0.3656 0.25 -0.70 -0.15
H -5.3730 1.7848 -0.0710 0.52 -2.20 0.72
H -4.1252 0.9342 0.9065 2.08 1.26 0.78
H -5.7363 1.9896 1.4608 1.81 -1.70 0.66
H 3.5219 2.2966 -1.6155 -0.84 -0.44 1.22
H -3.9605 -1.2249 1.8901 -2.60 0.12 -1.11
H -5.5694 -2.1085 1.9605 -0.95 -1.17 -0.30
H -2.9668 -1.9322 -4.4270 0.58 0.16 -1.39
H -3.7640 -2.0568 -1.7259 0.99 -1.07 0.63
H -3.6110 -0.3528 -1.6569 2.77 -2.41 0.54
H -2.1086 -1.4787 -0.8144 -1.42 -0.27 1.06
H 3.1926 0.5606 -7.1390 -1.60 -1.91 -2.55
H 0.1049 0.6128 -6.1648 0.81 1.28 0.12
H 0.5917 -0.2740 -7.6947 0.02 -0.40 -0.54
H -3.1382 -6.8546 0.3190 0.30 0.43 -0.34
H -3.1686 -5.5337 -1.0989 0.90 -0.78 3.34
H -4.6261 -5.5352 0.3563 2.79 -0.19 0.12
H -0.9815 -2.3255 -7.7025 -1.60 0.45 -3.86
H -1.2715 -3.2506 -6.2074 1.45 1.06 -1.31
H 0.5113 -2.9487 -6.9284 -2.39 0.49 0.26
H 0.5611 -4.9971 -4.7053 2.27 -1.29 1.16
H 1.0399 -5.8812 -3.0990 0.01 1.61 -0.33
H 1.8697 -6.3920 -4.2691 0.47 -2.68 -2.56
H 3.0567 -3.8856 -5.8871 -2.32 -3.63 -9.63
H 4.3689 -3.5276 -4.7557 -0.35 0.76 -1.25
H 2.6811 -2.6251 -4.7274 1.59 -1.70 -1.03
H 4.7449 -4.9514 -3.4372 0.90 -2.02 0.05
H -5.0484 7.1027 4.2555 -2.08 0.56 4.64
H 3.7149 -6.8908 -3.0514 1.10 3.97 -2.25
O -3.2038 7.7713 3.8805 -0.27 1.52 0.11
C 3.0451 1.5004 -6.7610 2.15 -2.04 6.80
C 4.5939 1.5778 -6.4099 -2.94 1.38 -4.18
C 5.1811 1.6259 -5.1635 3.20 2.52 4.57
O 5.2772 1.7755 -7.4083 0.09 -0.46 0.23
H 2.6407 2.3904 -6.8892 -1.15 4.12 -3.46
H 2.3113 1.4668 -5.8532 1.73 -1.42 -0.44
H -5.3892 7.2241 5.2248 1.27 -0.63 -4.35
H 4.9719 1.2577 -4.1511 -1.40 0.36 -0.67
H 5.6431 2.6984 -5.1639 -2.01 -0.58 0.71
H 6.2150 1.4585 -5.1863 1.97 -2.00 -0.94
C 0.9848 2.9087 3.6890 0.53 7.01 -0.92
N 2.4487 4.1525 1.6684 -2.26 -2.40 8.58
C 1.4053 -0.1803 5.1278 -1.19 0.64 -1.38
C 2.0551 3.7691 2.7941 -0.07 1.35 -6.70
O -1.3215 6.1300 1.8115 -1.69 -2.42 1.02
N 4.9243 1.7105 6.1337 2.23 -3.53 -6.93
C 4.5406 1.7876 4.5358 2.88 3.86 1.79
C 4.9996 0.5267 6.8825 0.95 0.01 -3.84
H -0.0203 3.1993 3.3751 0.44 -0.71 -0.42
H 1.0536 3.0116 4.7473 0.34 1.19 0.80
H 1.3950 2.0434 3.6028 1.38 -6.15 -1.57
H 0.6319 0.1922 4.4754 -0.60 -0.13 0.09
H 1.7276 0.6043 5.7630 0.91 0.03 0.83
H 1.9508 -0.8961 4.5703 1.10 -0.72 0.37
H 3.9408 2.7296 4.1342 0.67 -2.32 1.47
H 4.4549 0.8695 3.9732 -0.57 -0.51 0.60
H 5.5974 2.1646 4.4067 -1.06 -0.47 -1.19
H 4.8858 -0.0316 5.9570 0.13 -2.70 0.47
H 4.5602 1.8470 6.9303 -5.23 5.66 7.60
H -1.2204 5.2359 1.2194 -0.46 3.24 2.53
O -2.2303 4.7618 7.3968 1.03 0.83 -4.55
S -1.9417 4.7698 5.9125 -0.83 -0.35 1.90
O -1.0160 5.7781 5.2733 -1.02 0.43 0.55
N -3.2285 4.9306 4.8478 1.65 -0.09 1.83
C -3.5754 3.6587 4.4287 -0.08 -2.00 -3.81
O -4.4843 3.4932 3.6394 0.54 -0.18 1.33
C -2.4372 2.5247 4.7041 -1.95 -0.23 1.95
C -2.5329 1.0628 4.7847 -1.15 3.41 -2.30
C -1.8039 0.2559 5.5857 -2.00 -1.04 -0.24
C -1.1280 0.8991 6.5789 3.07 3.35 -0.50
C -0.8233 2.3090 6.4629 -0.73 -1.77 -1.13
C -1.4990 3.0954 5.5188 -0.61 -0.56 1.34
H -3.2557 0.6145 4.1649 -0.83 -0.42 -0.90
H -2.0815 -0.8206 5.4183 0.99 1.00 0.93
H -0.4639 0.4216 7.2256 0.52 -1.12 1.27
H 0.0318 2.7966 6.8639 0.35 -0.15 1.50